DFT (ωB97M-V/def2-TZVPD) results for C22H49DyN2P3SSe as an isolated structure in a non-equilibrium geometry.

Values from the calculation:
highest occupied orbital energy (spin up / spin down)	-16.634 / -16.634	eV
gap between HOMO and LUMO (spin up / spin down)	0.2131 / 0.2589	Eh
⟨S²⟩	9.125
energy above the lowest of the compared OMol25 structures with the same formula, charge and spin	1.925	eV
2S+1	6
charge	+3

The geometry in XYZ format:
```
79
Properties=species:S:1:pos:R:3:mulliken_spin:R:1
Dy 0.98572 -0.14305 -0.42690 5.410
P -1.12412 -0.43885 1.47148 -0.071
P 1.66583 -2.72371 -0.88155 -0.129
P -1.55965 -0.74222 -1.92320 -0.035
H 0.37066 4.11145 -0.72730 0.000
C -0.67625 3.78702 -0.77772 0.001
C -1.34996 3.47508 0.33818 0.000
H -0.81030 3.33198 1.27921 0.000
C -0.78820 0.19607 3.15861 -0.005
C -1.32888 -2.21074 1.91621 -0.004
C -2.90587 -0.01542 1.54991 -0.005
C 2.77375 -2.71106 -2.36908 0.002
C 2.85910 -3.00939 0.50828 -0.005
C 0.51912 -4.15202 -0.96565 -0.001
C -2.76194 0.63721 -2.11895 -0.001
C -2.69844 -2.13421 -1.52629 0.001
C -1.16606 -1.17236 -3.67845 -0.001
H -1.13758 3.71090 -1.76926 0.000
H -2.41594 3.21097 0.34018 0.000
H -0.89967 1.28498 3.15451 0.000
H 0.21753 -0.06816 3.50995 0.000
H -1.53267 -0.23649 3.83959 -0.001
H -0.35208 -2.68311 2.06337 0.000
H -1.86727 -2.75415 1.13440 0.001
H -1.90226 -2.26248 2.84872 -0.002
H -3.01766 1.07506 1.57430 0.000
H -3.29946 -0.44053 2.48514 -0.001
H -3.48127 -0.41742 0.71247 0.001
H 3.53758 -3.51011 -2.38514 -0.003
H 3.27716 -1.73423 -2.43830 0.000
H 2.17351 -2.77915 -3.28908 0.000
H 3.59616 -3.79831 0.27753 0.000
H 2.34588 -3.28920 1.44455 -0.001
H 3.41014 -2.07480 0.72676 -0.002
H 0.99588 -5.14391 -0.99876 -0.005
H -0.13503 -4.07022 -1.84460 0.001
H -0.16200 -4.15068 -0.10217 0.001
H -3.37073 0.50818 -3.02757 0.000
H -2.23068 1.59909 -2.17300 0.000
H -3.43164 0.66607 -1.24897 0.000
H -3.36624 -2.32982 -2.37968 0.000
H -3.30709 -1.87944 -0.65008 0.000
H -2.12181 -3.04647 -1.31368 0.000
H -2.08603 -1.31232 -4.26046 0.000
H -0.55403 -2.08437 -3.70998 0.000
H -0.57940 -0.35147 -4.11614 0.000
C 1.87798 2.27022 -4.06496 0.000
C 1.47219 3.56552 -3.74643 0.001
C 1.65181 4.60845 -4.67151 0.000
C 2.21220 4.39262 -5.92738 0.000
C 2.71287 3.11174 -6.18887 -0.001
C 2.52242 2.05293 -5.28085 0.001
Se 1.52154 0.67090 -2.88440 -0.070
H 1.76181 1.43788 -1.47844 -0.016
H 0.98491 3.76128 -2.80674 0.000
H 1.33175 5.61019 -4.42372 0.000
H 2.26961 5.19973 -6.67945 0.000
H 3.23636 2.95326 -7.11537 0.000
H 2.85057 1.05490 -5.55332 0.000
C 2.58376 -1.58687 5.47376 0.000
C 3.19852 -0.48180 4.66246 0.000
N 2.40731 -0.25485 3.42684 -0.007
C 2.62232 0.91518 2.73768 -0.001
S 2.93049 0.90894 1.03141 -0.048
N 2.62351 2.08407 3.42096 -0.001
C 1.75960 2.31078 4.61030 0.000
C 2.35499 3.32727 5.53593 0.000
H 1.54951 -1.38119 5.76086 0.000
H 3.14670 -1.70391 6.39771 0.000
H 2.61838 -2.55873 4.97307 0.000
H 3.24283 0.45036 5.24144 0.000
H 4.21950 -0.74625 4.36716 0.000
H 2.37630 -1.09413 2.80714 -0.001
H 2.83837 2.91827 2.85030 0.001
H 0.78224 2.64431 4.24453 0.000
H 1.56076 1.34688 5.07979 0.000
H 2.35018 4.30308 5.06016 0.000
H 1.75739 3.40379 6.43962 0.000
H 3.37337 3.06566 5.81621 0.000
```